# 1
The following is a quantum chemistry calculation of a molecular structure, C30H41AsCl3GeN2OOsSSi, from the OMol25 dataset.

Element x y z (Å)
Os1 -0.36184 0.03318 0.27943
C1 1.47566 5.75625 2.24035
C2 2.30901 4.55304 2.64166
N1 1.46838 3.35906 2.87613
C3 1.08505 3.10729 4.27860
C4 2.09458 2.22213 4.99241
C5 1.12657 2.54872 1.89457
S1 0.22224 1.12944 2.27974
N2 1.56269 2.91434 0.66658
C6 1.33640 2.37719 -0.47630
O1 0.57448 1.29928 -0.75698
C7 1.93186 2.95118 -1.69051
C8 1.76747 2.34981 -2.93999
C9 2.34633 2.91884 -4.06040
C10 3.08678 4.08790 -3.94613
C11 3.25471 4.69216 -2.70534
C12 2.68358 4.12757 -1.58168
H1 2.11726 6.63101 2.13741
H2 0.72050 5.98388 2.99407
H3 0.97732 5.58034 1.28647
H4 2.83117 4.73291 3.58067
H5 3.05194 4.30778 1.88907
H6 0.08489 2.67639 4.29656
H7 1.01660 4.08378 4.75617
H8 2.15220 1.23540 4.53164
H9 1.80308 2.09653 6.03459
H10 3.08715 2.67316 4.97345
H11 1.19787 1.43623 -3.04383
H12 2.22225 2.44775 -5.02600
H13 3.53648 4.52924 -4.82573
H14 3.83342 5.60154 -2.61829
H15 2.80983 4.58865 -0.61306
Cl1 0.76241 -1.94072 3.32543
Ge1 1.22099 -1.64728 1.26336
Cl2 1.37131 -3.60203 0.47901
Cl3 3.05270 -0.62210 0.90555
C13 -1.08913 -5.73536 -2.37076
C14 -2.05900 -4.85825 -1.89540
C15 -1.76091 -3.51296 -1.76827
C16 -0.49073 -3.02520 -2.09996
C17 0.47143 -3.92093 -2.57468
C18 0.17132 -5.26631 -2.71819
Si1 -0.08515 -1.24115 -1.98124
C19 -1.31729 -0.21900 -2.95595
C20 -1.91093 -0.94143 -4.01079
C21 -2.78265 -0.32588 -4.89545
C22 -3.12427 1.00815 -4.72126
C23 -2.56440 1.73224 -3.67534
C24 -1.66690 1.13142 -2.80675
H16 -1.31869 -6.78783 -2.47373
H17 -3.04134 -5.22876 -1.63280
H18 -2.53171 -2.82877 -1.42172
H19 1.46678 -3.56833 -2.82536
H20 0.91975 -5.95125 -3.09409
H21 1.33807 -0.98612 -2.28352
H22 -1.67295 -1.98633 -4.16014
H23 -3.19894 -0.89288 -5.71768
H24 -3.81740 1.48437 -5.40222
H25 -2.81365 2.77812 -3.54718
H26 -1.22675 1.73933 -2.02888
C25 -4.51837 -0.58798 -1.56489
C26 -4.18713 -0.87894 -0.11475
As1 -2.79029 0.17135 0.74339
C27 -3.32080 2.01575 0.39149
C28 -2.35265 3.12489 0.76461
C29 -3.02971 -0.30601 2.61670
C30 -2.93440 -1.81230 2.83350
H27 -5.36862 -1.20587 -1.85461
H28 -3.69346 -0.81638 -2.23627
H29 -4.80899 0.45063 -1.72023
H30 -3.94959 -1.92593 0.06764
H31 -5.04348 -0.64370 0.52749
H32 -4.26890 2.11368 0.92667
H33 -3.54909 2.02110 -0.67406
H34 -2.13807 3.14046 1.83245
H35 -2.79422 4.08411 0.49426
H36 -1.40740 3.03587 0.22538
H37 -4.02254 0.06873 2.87722
H38 -2.29869 0.25331 3.19678
H39 -3.74898 -2.34265 2.34226
H40 -2.99951 -2.03079 3.89902
H41 -1.99037 -2.22764 2.47979

Summary:
Total charge: +2
HOMO energy (spin up / spin down) in eV: -13.8212 / -14.0969
LUMO energy (spin up / spin down) in eV: -8.2 / -8.3
Frontier orbital gap (spin up / spin down) in eV: 5.58 / 5.77
Multiplicity: 2

***

# 2
The following is a quantum chemistry calculation of C3H5NO2S in the gas phase at a distorted geometry, from the OMol25 dataset.

Element x y z (Å)
C1 1.47487 -0.68223 1.68884
O1 1.58622 -0.27621 0.29607
C2 0.53033 0.36028 -0.20511
N1 -0.52989 0.60696 0.45703
S1 -1.76036 1.44125 -0.45701
C3 -2.01402 0.35886 -1.83942
O2 -1.33376 -0.57455 -2.17520
H1 2.43632 -1.02598 1.99623
H2 0.77744 -1.51197 1.69818
H3 1.07639 0.09561 2.33631
H4 0.63648 0.54495 -1.32723
H5 -2.88002 0.66305 -2.46870

Summary:
Total charge: 0
HOMO energy in eV: -9.3350
LUMO energy in eV: 0.8
SMILES string: CO/C=N/SC=O
Frontier orbital gap in eV: 10.11
Energy relative to the best compared isomer or geometry (same formula, charge and spin) in eV: 1.517

***

Table of M (g mol⁻¹), in record order: 949.94, 119.14
Table of calculated total energy (Eh), in record order: -7823.688872, -720.690765